ORCA calculation (wB97M-V/def2-TZVPD) on C3H4N4O2 in the gas phase at a distorted geometry.

Geometry as XYZ:
```
13
Properties=species:S:1:pos:R:3:forces:R:3:nbo_charge:R:1
C -0.500 1.347 0.795 0.8 1.1 0.3 0.2736
C 0.255 -0.672 -0.294 0.8 1.8 -2.3 0.7164
C -0.230 -2.647 0.127 -2.0 -0.4 0.4 0.2727
H 0.182 4.156 0.232 0.7 2.5 0.3 0.3552
H 0.514 2.896 -0.683 0.1 -0.6 -0.3 0.3560
H -0.906 0.585 1.421 -0.1 0.2 0.8 0.1813
H -0.838 -3.383 0.660 0.6 0.0 -0.6 0.2097
N -0.170 3.313 -0.074 0.4 0.8 -1.3 -0.6137
N -0.491 2.640 1.032 -1.0 -5.9 -1.0 -0.2247
N 1.129 -1.402 -0.955 -1.0 1.4 0.9 -0.3172
N 0.740 -2.695 -0.674 1.4 -0.9 -0.1 -0.2653
O 0.108 0.695 -0.389 -0.4 -0.1 1.4 -0.5106
O -0.679 -1.372 0.301 -0.3 0.1 1.5 -0.4334
```
Positions in Å, forces in eV/Å.

## Properties
net charge: 0
energy above the lowest of the compared OMol25 structures with the same formula, charge and spin: 69.57 kcal per mole
HOMO-LUMO gap: 10.0 eV
SMILES: N/N=C\Oc1nnco1